1.
DFT (wB97M-V/def2-TZVPD) results for 2 unconnected molecules or ions with the total composition C4H13NOS2.

Structure (XYZ):
```
21
Properties=species:S:1:pos:R:3:nbo_charge:R:1
N -0.541 0.119 -2.257 -0.895
C 0.704 -0.512 -1.869 -0.064
C 0.352 -2.012 -1.547 -0.631
C 1.343 0.185 -0.652 -0.535
S 0.084 0.960 0.480 0.057
S 0.881 1.242 2.304 0.103
C 0.215 0.146 3.566 -0.781
H -0.504 0.894 -2.913 0.384
H -1.292 0.136 -1.552 0.375
H 1.324 -0.486 -2.790 0.209
H -0.606 -2.448 -1.796 0.241
H 0.523 -2.142 -0.465 0.201
H 1.193 -2.682 -1.960 0.210
H 2.038 1.051 -0.944 0.222
H 1.936 -0.584 -0.124 0.225
H -0.873 0.093 3.616 0.225
H 0.575 -0.898 3.604 0.219
H 0.472 0.497 4.566 0.241
H -2.494 -1.069 -2.773 0.481
H -3.691 -1.355 -1.867 0.463
O -3.203 -1.709 -2.617 -0.949
```

The calculation puts the total energy at -29566.1975 eV. The calculation puts the energy above the lowest of the compared OMol25 structures with the same formula, charge and spin at 27.3 kcal/mol. Its total charge is 0. The orbital gap is 9.37 eV. The SMILES is CSSC[C@@H](C)N.O. The HOMO energy comes out at -8.7 eV. The calculation puts the max |F| at 3.3 eV/Å.

***

2.
DFT (wB97M-V/def2-TZVPD) results for C5H8O in the gas phase.

Structure (XYZ):
```
14
Properties=species:S:1:pos:R:3:nbo_charge:R:1
C 0.161 1.286 1.171 -0.623
C -0.163 -0.070 0.599 -0.182
C -1.047 -0.195 -0.831 -0.458
C 0.098 -1.016 -1.364 0.026
O 1.227 -0.126 -1.304 -0.491
C 0.880 -0.855 -0.144 0.037
H 0.467 1.926 0.343 0.222
H 0.978 1.229 1.900 0.210
H -0.701 1.737 1.680 0.211
H -0.600 -0.724 1.394 0.192
H -1.312 0.661 -1.465 0.216
H -1.777 -0.523 -0.131 0.241
H 0.194 -1.786 -2.127 0.205
H 1.595 -1.544 0.277 0.194
```

The calculation puts the total energy at -7359.0660 eV. The calculation puts the energy above the lowest of the compared OMol25 structures with the same formula, charge and spin at 73.5 kcal/mol. Its total charge is 0. The orbital gap is 11.04 eV. The SMILES is C[C@H]1C[C@H]2O[C@@H]12. The HOMO energy comes out at -9.9 eV. The calculation puts the max |F| at 2.8 eV/Å.

***

3.
DFT (wB97M-V/def2-TZVPD) results for a molecular structure, C30H27F3GdN3O8S3.

Structure (XYZ):
```
75
Properties=species:S:1:pos:R:3:mulliken_spin:R:1
Gd -0.024 2.158 0.215 6.663
O 2.213 2.090 -0.563 0.020
S 3.328 3.059 -0.250 0.003
C 3.721 2.836 1.540 0.000
C 4.324 1.494 1.966 0.000
C 3.477 0.265 1.588 0.000
C 2.301 0.014 2.524 0.002
S 0.890 -0.773 1.652 0.002
O 0.652 0.083 0.413 0.067
C 1.875 -2.112 0.912 0.000
C 2.237 -2.073 -0.425 0.000
C 2.943 -3.135 -0.973 0.000
C 3.272 -4.229 -0.185 0.000
C 2.884 -4.276 1.147 0.000
C 2.175 -3.218 1.695 0.001
C 4.830 2.243 -0.842 0.001
C 6.027 2.937 -0.720 0.000
C 7.210 2.331 -1.108 0.000
C 7.191 1.045 -1.632 0.000
C 5.986 0.374 -1.783 0.000
C 4.799 0.975 -1.391 0.000
H 2.767 3.021 2.025 -0.001
H 4.390 3.665 1.779 0.000
H 4.463 1.528 3.051 0.000
H 5.313 1.379 1.524 0.000
H 4.115 -0.618 1.550 0.000
H 3.076 0.418 0.591 -0.001
H 1.866 0.935 2.893 0.000
H 2.546 -0.630 3.369 -0.001
H 1.947 -1.216 -1.019 0.000
H 3.229 -3.114 -2.016 0.000
H 3.821 -5.056 -0.617 0.000
H 3.121 -5.140 1.752 0.000
H 1.843 -3.242 2.728 0.000
H 6.028 3.945 -0.319 0.000
H 8.148 2.860 -0.997 0.000
H 8.114 0.569 -1.936 0.000
H 5.970 -0.626 -2.197 0.000
H 3.851 0.465 -1.510 0.000
O 0.688 2.768 2.094 0.082
S -0.617 2.281 2.700 0.013
O -0.893 2.874 3.965 0.011
O -0.511 0.803 2.751 0.000
O -1.598 2.568 1.609 0.073
F -2.308 4.075 -0.599 0.001
C -1.290 4.947 -0.426 0.000
F -1.187 5.207 0.880 0.001
F -1.625 6.082 -1.040 0.000
C 0.033 4.262 -0.922 0.007
O 1.077 4.655 -0.416 -0.004
O -0.159 3.257 -1.655 0.021
N -6.009 -2.295 0.008 0.000
C -7.107 -2.961 -0.475 0.000
C -8.068 -3.765 0.129 0.000
C -9.058 -4.271 -0.689 0.000
C -9.090 -3.989 -2.063 0.000
C -8.139 -3.188 -2.661 0.000
C -7.133 -2.660 -1.852 0.000
N -6.081 -1.832 -2.169 0.000
C -5.435 -1.634 -1.052 0.001
C -4.240 -0.807 -0.922 -0.001
C -3.823 0.004 -1.975 0.000
C -2.691 0.778 -1.818 -0.001
N -1.954 0.795 -0.706 0.028
C -2.357 0.021 0.311 0.004
C -3.475 -0.786 0.242 0.001
H -5.710 -2.265 0.965 0.000
H -8.044 -3.983 1.189 0.000
H -9.830 -4.898 -0.263 0.000
H -9.883 -4.410 -2.666 0.000
H -8.161 -2.971 -3.720 0.000
H -4.392 0.017 -2.893 0.000
H -2.345 1.421 -2.619 0.001
H -1.781 0.058 1.223 0.002
H -3.725 -1.390 1.104 0.000
```

The calculation puts the total energy at -113893.6583 eV. The calculation puts the energy above the lowest of the compared OMol25 structures with the same formula, charge and spin at 0.0 kcal/mol. Its total charge is 0. The orbital gap (spin up / spin down) is 8.36 / 5.26 eV. The HOMO energy (spin up / spin down) comes out at -8.7 / -8.7 eV. As for the spin multiplicity: 8. The calculation puts the max |F| at 4.5 eV/Å.

***

4.
DFT (wB97M-V/def2-TZVPD) results for C4H7NS3 in the gas phase.

Structure (XYZ):
```
15
Properties=species:S:1:pos:R:3:nbo_charge:R:1
C -2.512 -0.754 -1.668 -0.778
C 0.071 1.657 0.043 -0.201
C 0.360 0.785 1.289 -0.419
C 0.139 -0.401 0.361 0.080
H -2.242 -1.488 -0.884 0.248
H -3.224 -0.072 -1.214 0.215
H -2.927 -1.291 -2.475 0.243
H -0.815 2.364 0.084 0.197
H 0.917 2.158 -0.411 0.210
H -0.395 0.817 2.097 0.259
H 1.670 1.605 3.084 0.125
N -0.326 0.437 -0.632 -0.579
S -1.074 0.208 -2.092 0.456
S 2.008 0.867 2.031 0.011
S 0.376 -2.004 0.310 -0.065
```

The calculation puts the total energy at -38255.8492 eV. The calculation puts the energy above the lowest of the compared OMol25 structures with the same formula, charge and spin at 29.5 kcal/mol. Its total charge is 0. The orbital gap is 8.78 eV. The SMILES is CSN1C[C@H](S)C1=S. The HOMO energy comes out at -8.5 eV. The calculation puts the max |F| at 2.7 eV/Å.

***

5.
DFT (wB97M-V/def2-TZVPD) results for a molecular structure, C18H20BBr21N2O3.

Structure (XYZ):
```
65
Properties=species:S:1:pos:R:3:nbo_charge:R:1
C 3.990 1.161 0.072 -0.282
C 2.765 0.689 -0.127 -0.033
C 1.255 0.074 -0.197 -0.275
N 1.146 -0.945 0.890 -0.501
C 1.065 -2.354 0.341 0.904
O 1.667 -3.229 1.071 -0.526
O 0.321 -2.718 -0.825 -0.720
B 1.153 -3.153 -1.930 1.202
O 0.560 -3.028 -3.273 -0.930
C 2.635 -3.811 -1.859 -0.823
C 2.438 -5.326 -1.235 -0.608
C -0.091 -0.815 1.701 0.184
C -0.103 -1.061 3.288 -0.247
C -1.506 -0.933 3.972 0.031
N -2.804 -0.645 3.427 -0.473
C -2.845 -0.389 2.011 -0.017
C -1.536 -0.481 1.154 -0.325
H 5.016 1.643 -0.158 0.260
H 1.009 -0.295 -1.256 0.235
H 0.540 0.972 0.013 0.250
H 0.267 -2.091 -3.413 0.496
H 3.357 -3.191 -1.209 0.251
H 3.112 -3.951 -2.905 0.248
H 1.310 -5.500 -0.987 0.208
H 3.032 -5.473 -0.250 0.232
H 2.717 -6.145 -1.997 0.215
H 0.871 -1.319 3.872 0.263
H -1.497 -1.147 5.119 0.216
H -3.877 -0.150 1.504 0.253
H -1.642 -0.284 0.013 0.233
C -6.946 -1.313 1.131 -0.495
Br -6.860 -0.316 -0.534 0.075
Br -5.603 -0.715 2.398 0.147
Br -8.729 -1.284 1.899 0.080
H -6.719 -2.351 0.892 0.231
C 4.247 5.396 1.049 -0.493
Br 4.413 6.461 -0.566 0.088
Br 4.880 3.579 0.784 0.110
Br 5.106 6.248 2.567 0.074
H 3.183 5.331 1.280 0.225
C 5.127 6.997 -4.946 -0.490
Br 5.682 7.805 -3.272 0.099
Br 6.571 6.006 -5.783 0.091
Br 3.535 5.908 -4.728 0.087
H 4.866 7.812 -5.622 0.227
C -2.464 -0.887 -5.015 -0.490
Br -1.883 -0.100 -3.337 0.064
Br -1.036 -1.880 -5.877 0.105
Br -4.061 -1.967 -4.791 0.104
H -2.726 -0.064 -5.680 0.228
C 3.611 10.909 -1.367 -0.492
Br 2.404 9.488 -1.909 0.090
Br 4.924 10.290 -0.076 0.092
Br 4.449 11.766 -2.894 0.087
H 3.007 11.667 -0.868 0.227
C -3.907 -4.578 1.556 -0.494
Br -5.766 -4.403 2.084 0.062
Br -3.699 -5.789 0.052 0.076
Br -3.070 -2.853 1.216 0.131
H -3.380 -5.024 2.400 0.230
C -4.807 -5.638 6.189 -0.493
Br -3.951 -7.089 5.224 0.085
Br -4.798 -5.941 8.106 0.090
Br -4.041 -3.916 5.726 0.093
H -5.851 -5.618 5.873 0.228
```

The calculation puts the total energy at -1499670.7527 eV. Its total charge is 0. The orbital gap is 8.43 eV. The HOMO energy comes out at -9.1 eV. The calculation puts the max |F| at 7.7 eV/Å.

***

6.
DFT (wB97M-V/def2-TZVPD) results for C6H9N in the gas phase.

Structure (XYZ):
```
16
Properties=species:S:1:pos:R:3:nbo_charge:R:1
C -2.818 -0.097 0.021 -0.685
C -1.390 0.059 0.566 0.210
C -0.654 1.152 0.296 -0.270
C 0.705 1.057 -0.016 -0.404
C 1.159 -0.250 0.028 0.237
C 2.632 -0.551 -0.247 -0.652
N 0.191 -1.144 0.260 -0.630
H -3.441 -0.791 0.582 0.217
H -3.403 0.851 -0.001 0.242
H -2.777 -0.394 -1.031 0.223
H -1.240 2.065 0.393 0.237
H 1.318 1.894 -0.299 0.216
H 2.786 -0.727 -1.321 0.229
H 3.247 0.320 0.013 0.228
H 3.054 -1.414 0.283 0.218
H 0.590 -2.072 0.488 0.384
```

The calculation puts the total energy at -7854.8208 eV. The calculation puts the energy above the lowest of the compared OMol25 structures with the same formula, charge and spin at 77.0 kcal/mol. Its total charge is 0. The orbital gap is 8.19 eV. The HOMO energy comes out at -7.5 eV. The calculation puts the max |F| at 1.5 eV/Å.